[1]
DFT (the ωB97M-V functional and the def2-TZVPD basis) results for a cluster of 13 separate species, C31H77Br16O20P5 in total in a non-equilibrium geometry.

```
149
C31H77Br16O20P5, DFT the ωB97M-V functional and the def2-TZVPD basis
C 8.111 16.094 15.957
O 8.725 16.846 14.914
P 9.581 16.037 13.871
O 9.895 16.823 12.662
O 10.801 15.370 14.674
C 11.949 14.925 13.990
O 8.692 14.783 13.537
C 7.466 14.816 12.787
H 7.161 15.667 15.612
H 7.776 16.773 16.747
H 8.829 15.382 16.384
H 12.861 15.068 14.548
H 11.969 15.512 13.087
H 11.921 13.869 13.731
H 6.705 14.134 13.196
H 7.660 14.451 11.790
H 7.038 15.822 12.820
C 14.337 13.267 8.494
O 14.991 14.197 9.393
P 14.111 14.923 10.448
O 13.281 14.022 11.269
O 13.310 16.006 9.586
C 12.444 16.929 10.128
O 15.097 15.804 11.292
C 16.015 15.169 12.183
H 14.827 12.300 8.538
H 14.461 13.687 7.482
H 13.276 13.299 8.738
H 13.022 17.743 10.598
H 11.827 16.467 10.887
H 11.840 17.332 9.330
H 16.916 14.858 11.658
H 15.580 14.242 12.590
H 16.226 15.839 12.989
C 14.214 26.283 11.308
O 12.887 26.631 10.847
P 12.398 26.640 9.357
O 12.920 25.508 8.606
O 12.797 28.005 8.759
C 12.919 28.266 7.313
O 10.837 26.764 9.458
C 10.056 25.691 10.057
H 14.698 25.715 10.517
H 14.078 25.692 12.201
H 14.771 27.200 11.495
H 13.945 28.588 7.113
H 12.220 29.039 6.980
H 12.700 27.295 6.871
H 10.169 25.756 11.144
H 10.415 24.734 9.690
H 9.032 25.793 9.741
C 19.051 22.101 12.792
O 19.190 20.880 12.109
P 18.278 19.646 12.484
O 16.908 19.964 12.755
O 18.411 18.675 11.268
C 17.725 18.942 10.059
O 19.011 18.916 13.624
C 18.488 17.790 14.410
H 18.933 21.810 13.844
H 18.179 22.695 12.481
H 19.979 22.655 12.650
H 17.549 20.022 9.896
H 16.800 18.383 10.045
H 18.386 18.782 9.215
H 17.891 17.172 13.746
H 17.812 18.110 15.196
H 19.311 17.197 14.786
C 10.728 24.757 19.105
O 11.787 24.907 18.221
P 13.271 24.695 18.612
O 13.736 25.516 19.728
O 13.300 23.168 18.869
C 14.360 22.483 19.431
O 14.129 24.874 17.348
C 14.573 26.170 16.923
H 11.044 24.459 20.091
H 10.064 23.980 18.735
H 10.100 25.648 19.176
H 15.325 22.616 18.932
H 14.190 21.418 19.351
H 14.474 22.719 20.496
H 15.629 26.314 17.136
H 13.974 26.924 17.432
H 14.390 26.234 15.852
Br 16.778 25.053 14.119
C 16.083 23.340 14.667
C 16.773 22.947 15.923
Br 16.170 21.135 16.294
H 16.243 22.605 13.880
H 14.991 23.428 14.679
H 16.505 23.528 16.801
H 17.852 22.842 15.862
Br 11.635 24.014 13.623
C 11.806 22.973 15.216
C 10.509 22.221 15.399
Br 10.705 21.173 17.039
H 12.092 23.633 16.033
H 12.607 22.246 15.049
H 10.346 21.417 14.687
H 9.640 22.829 15.595
Br 7.271 20.651 13.735
C 8.066 21.713 12.330
C 8.094 20.888 11.097
Br 8.973 21.891 9.712
H 9.059 21.979 12.672
H 7.404 22.554 12.249
H 7.156 20.578 10.663
H 8.621 19.940 11.149
Br 13.157 17.977 19.313
C 12.255 17.703 17.579
C 10.932 17.072 17.611
Br 10.913 15.274 18.411
H 12.936 17.115 16.976
H 12.151 18.671 17.078
H 10.579 16.968 16.586
H 10.206 17.651 18.190
Br 16.072 9.718 17.479
C 14.951 11.258 17.242
C 15.770 12.486 16.897
Br 14.519 13.883 16.406
H 14.468 11.514 18.171
H 14.218 10.972 16.481
H 16.443 12.254 16.071
H 16.320 12.945 17.715
Br 12.196 20.526 12.517
C 13.577 19.888 13.723
C 13.378 18.395 13.797
Br 14.734 17.677 14.960
H 13.430 20.396 14.680
H 14.512 20.153 13.233
H 13.480 17.891 12.855
H 12.459 18.033 14.228
Br 17.419 15.874 17.270
C 16.557 17.490 17.863
C 17.096 17.731 19.251
Br 16.453 19.396 19.937
H 15.498 17.307 17.808
H 16.790 18.300 17.145
H 18.176 17.714 19.263
H 16.688 17.006 19.949
Br 12.427 20.803 8.256
C 13.176 22.116 9.470
C 14.451 21.589 9.956
Br 15.169 22.787 11.267
H 12.430 22.148 10.259
H 13.213 23.021 8.870
H 15.217 21.469 9.208
H 14.296 20.714 10.573
```

Computed properties:
* energy above the lowest of the compared OMol25 structures with the same formula, charge and spin: 0.0 kJ/mol
* F_max: 3.077 eV/Å
* gap between HOMO and LUMO: 0.373 Ha
* highest occupied orbital energy: -9.838 eV
* calculated total energy: -45623.6766 a.u.
* net charge: 0
* molecular weight: 2203.27 g/mol



[2]
DFT (the ωB97M-V functional and the def2-TZVPD basis) results for the molecule C19H16BrN3O in a non-equilibrium geometry.

```
40
C19H16BrN3O, DFT the ωB97M-V functional and the def2-TZVPD basis
C 2.811 1.631 0.192
C 2.076 2.945 0.227
N 2.686 4.110 0.439
O 1.678 5.105 0.454
C 0.526 4.486 0.110
C -0.762 5.272 -0.058
C 0.675 3.125 0.001
C -0.337 2.127 -0.367
C -1.191 2.386 -1.452
C -2.147 1.414 -1.864
C -2.198 0.225 -1.151
N -2.951 -0.884 -1.382
C -2.577 -1.785 -0.496
N -1.685 -1.261 0.424
C -0.925 -1.949 1.454
C -0.077 -3.027 0.883
C 1.190 -2.746 0.241
C 1.892 -3.834 -0.298
C 1.432 -5.136 -0.235
C 0.208 -5.409 0.341
Br -0.401 -7.191 0.593
C -0.506 -4.369 0.967
C -1.365 0.009 -0.044
C -0.436 0.948 0.354
H 2.551 1.150 -0.733
H 3.877 1.734 0.174
H 2.518 0.994 1.029
H -0.949 5.902 0.829
H -0.586 5.934 -0.898
H -1.620 4.695 -0.320
H -1.070 3.329 -1.968
H -2.867 1.587 -2.669
H -2.915 -2.800 -0.451
H -1.579 -2.369 2.214
H -0.268 -1.219 1.952
H 1.604 -1.745 0.157
H 2.893 -3.643 -0.680
H 1.995 -5.985 -0.628
H -1.416 -4.569 1.478
H 0.218 0.813 1.181
```

Computed properties:
* energy above the lowest of the compared OMol25 structures with the same formula, charge and spin: 7.2 kJ/mol
* F_max: 2.530 eV/Å
* gap between HOMO and LUMO: 0.324 Ha
* highest occupied orbital energy: -8.354 eV
* SMILES: Cc1noc(C)c1-c1ccc2ncn(Cc3cccc(Br)c3)c2c1
* calculated total energy: -3547.1210 a.u.
* net charge: 0
* molecular weight: 382.26 g/mol



[3]
DFT (the ωB97M-V functional and the def2-TZVPD basis) results for a structure of composition C16H12Cl6N3O2S2Y in a non-equilibrium geometry.

```
42
C16H12Cl6N3O2S2Y, DFT the ωB97M-V functional and the def2-TZVPD basis
Y 0.207 1.685 0.583
Cl -6.626 1.092 -2.563
C -4.940 1.166 -2.218
C -4.489 1.728 -1.030
Cl -5.603 2.364 0.122
C -3.127 1.770 -0.776
Cl -2.550 2.471 0.736
C -2.143 1.281 -1.651
O -0.894 1.338 -1.360
C -2.639 0.721 -2.845
Cl -1.470 0.113 -3.967
C -3.997 0.663 -3.118
Cl -4.536 -0.043 -4.595
O 2.421 0.695 -0.149
S 2.619 1.939 -0.988
N 1.544 2.935 -0.865
Cl -0.770 0.690 3.314
C 0.961 0.292 3.409
C 1.312 -0.967 3.876
C 2.646 -1.310 3.919
C 3.599 -0.382 3.486
C 3.218 0.861 3.032
C 1.867 1.258 2.984
C 1.427 2.565 2.449
H 0.541 -1.660 4.184
H 2.943 -2.284 4.278
H 4.650 -0.639 3.512
H 3.966 1.571 2.703
H 2.275 3.224 2.257
H 0.749 3.073 3.142
S -0.624 -1.128 0.650
C 0.077 -1.845 -0.731
N 1.342 -1.724 -1.119
C 1.622 -2.476 -2.338
C 0.221 -2.995 -2.741
N -0.568 -2.688 -1.551
H 1.922 -0.984 -0.729
H 2.313 -3.293 -2.132
H 2.059 -1.836 -3.102
H 0.221 -4.062 -2.954
H -0.175 -2.461 -3.603
H -1.573 -2.719 -1.512
```

Computed properties:
* energy above the lowest of the compared OMol25 structures with the same formula, charge and spin: 21.1 kJ/mol
* F_max: 1.590 eV/Å
* gap between HOMO and LUMO: 0.269 Ha
* highest occupied orbital energy: -7.661 eV
* calculated total energy: -4527.6399 a.u.
* net charge: 0
* molecular weight: 644.05 g/mol



[4]
DFT (the ωB97M-V functional and the def2-TZVPD basis) results for a cluster of 12 separate species, H24O12 in total in a non-equilibrium geometry.

```
36
H24O12, DFT the ωB97M-V functional and the def2-TZVPD basis
O -0.650 0.170 -0.894
H -0.887 1.029 -1.261
H 0.070 0.365 -0.284
O 3.390 -0.584 -2.110
H 3.179 -0.247 -2.988
H 2.651 -0.293 -1.564
O -1.432 -0.230 1.128
H -0.919 -0.724 0.478
H -1.705 0.564 0.656
O 0.334 4.217 1.509
H -0.088 3.743 0.784
H 0.244 5.145 1.267
O 2.827 -1.813 2.842
H 3.080 -0.970 2.451
H 1.863 -1.793 2.839
O 2.928 2.126 1.334
H 3.814 1.835 1.091
H 2.508 2.328 0.490
O -2.582 -3.146 -0.084
H -2.453 -2.240 0.217
H -3.296 -3.080 -0.728
O 2.342 -1.831 -0.501
H 1.855 -2.503 -0.013
H 3.266 -2.079 -0.384
O -5.141 2.477 -1.008
H -4.406 1.858 -0.937
H -5.141 2.939 -0.162
O 2.088 1.666 -2.014
H 1.478 2.370 -2.262
H 1.819 1.427 -1.120
O 0.223 -3.364 -0.428
H 0.397 -2.546 -0.907
H -0.204 -3.073 0.386
O -3.806 -1.384 1.097
H -3.401 -0.582 0.747
H -4.247 -1.775 0.334
```

Computed properties:
* energy above the lowest of the compared OMol25 structures with the same formula, charge and spin: 512.5 kJ/mol
* F_max: 3.311 eV/Å
* gap between HOMO and LUMO: 0.340 Ha
* highest occupied orbital energy: -10.519 eV
* SMILES: O.O.O.O.O.O.O.O.O.O.O.O
* calculated total energy: -917.1301 a.u.
* net charge: 0
* molecular weight: 216.18 g/mol



[5]
DFT (the ωB97M-V functional and the def2-TZVPD basis) results for the molecule C19H17ClN2O4.

```
43
C19H17ClN2O4, DFT the ωB97M-V functional and the def2-TZVPD basis
N -3.601 -3.542 0.140
C -2.773 -2.821 -0.177
C -1.714 -1.924 -0.555
C -0.363 -2.657 -0.583
N 0.745 -1.729 -0.757
C 0.845 -1.095 -1.946
O 0.114 -1.344 -2.882
C 1.902 0.007 -2.048
O 1.837 0.837 -0.891
C 2.144 2.121 -1.049
O 2.549 2.614 -2.066
C 1.919 2.915 0.237
O 1.104 2.289 1.190
C -0.194 2.017 0.871
C -0.790 2.262 -0.361
C -2.111 1.910 -0.578
C -2.848 1.320 0.434
Cl -4.489 0.848 0.149
C -2.273 1.096 1.679
C -0.956 1.445 1.892
C 1.655 -1.569 0.319
C 2.999 -1.877 0.148
C 3.882 -1.724 1.202
C 3.428 -1.282 2.433
C 2.083 -1.010 2.613
C 1.195 -1.158 1.563
H -1.686 -1.096 0.159
H -1.926 -1.517 -1.548
H -0.360 -3.362 -1.421
H -0.203 -3.204 0.348
H 2.908 -0.413 -2.143
H 1.692 0.601 -2.944
H 1.539 3.908 -0.042
H 2.890 3.044 0.725
H -0.241 2.725 -1.167
H -2.565 2.092 -1.539
H -2.856 0.649 2.469
H -0.489 1.287 2.851
H 3.348 -2.249 -0.804
H 4.927 -1.959 1.062
H 4.120 -1.160 3.252
H 1.722 -0.679 3.574
H 0.148 -0.941 1.705
```

Computed properties:
* energy above the lowest of the compared OMol25 structures with the same formula, charge and spin: 56.2 kJ/mol
* F_max: 0.675 eV/Å
* gap between HOMO and LUMO: 0.348 Ha
* highest occupied orbital energy: -8.949 eV
* SMILES: N#CCCN(C(=O)COC(=O)COc1ccc(Cl)cc1)c1ccccc1
* calculated total energy: -1604.9026 a.u.
* net charge: 0
* molecular weight: 372.81 g/mol



What did the third record say?
DFT (the ωB97M-V functional and the def2-TZVPD basis) results for a structure of composition C16H12Cl6N3O2S2Y in a non-equilibrium geometry.

```
42
C16H12Cl6N3O2S2Y, DFT the ωB97M-V functional and the def2-TZVPD basis
Y 0.207 1.685 0.583
Cl -6.626 1.092 -2.563
C -4.940 1.166 -2.218
C -4.489 1.728 -1.030
Cl -5.603 2.364 0.122
C -3.127 1.770 -0.776
Cl -2.550 2.471 0.736
C -2.143 1.281 -1.651
O -0.894 1.338 -1.360
C -2.639 0.721 -2.845
Cl -1.470 0.113 -3.967
C -3.997 0.663 -3.118
Cl -4.536 -0.043 -4.595
O 2.421 0.695 -0.149
S 2.619 1.939 -0.988
N 1.544 2.935 -0.865
Cl -0.770 0.690 3.314
C 0.961 0.292 3.409
C 1.312 -0.967 3.876
C 2.646 -1.310 3.919
C 3.599 -0.382 3.486
C 3.218 0.861 3.032
C 1.867 1.258 2.984
C 1.427 2.565 2.449
H 0.541 -1.660 4.184
H 2.943 -2.284 4.278
H 4.650 -0.639 3.512
H 3.966 1.571 2.703
H 2.275 3.224 2.257
H 0.749 3.073 3.142
S -0.624 -1.128 0.650
C 0.077 -1.845 -0.731
N 1.342 -1.724 -1.119
C 1.622 -2.476 -2.338
C 0.221 -2.995 -2.741
N -0.568 -2.688 -1.551
H 1.922 -0.984 -0.729
H 2.313 -3.293 -2.132
H 2.059 -1.836 -3.102
H 0.221 -4.062 -2.954
H -0.175 -2.461 -3.603
H -1.573 -2.719 -1.512
```

Computed properties:
* energy above the lowest of the compared OMol25 structures with the same formula, charge and spin: 21.1 kJ/mol
* F_max: 1.590 eV/Å
* gap between HOMO and LUMO: 0.269 Ha
* highest occupied orbital energy: -7.661 eV
* calculated total energy: -4527.6399 a.u.
* net charge: 0
* molecular weight: 644.05 g/mol